No. 1
112
Properties=species:S:1:pos:R:3:forces:R:3:mulliken_charge:R:1 method="wB97M-V/def2-TZVPD" charge=-1 multiplicity=1 lumo_energy_ev=2.05
Rb -0.7697 0.7458 0.2273 0.03 0.34 0.17 0.76
S -0.4480 2.4397 -2.7164 0.49 0.68 -0.09 -0.40
C -1.6559 1.3361 -3.1636 -0.86 -0.36 0.45 -0.11
C -2.3561 1.3724 -4.4066 0.41 0.07 -1.22 -0.85
C -3.2389 0.3451 -4.7844 0.77 2.05 -1.24 -0.10
C -3.4760 -0.6454 -3.8705 -0.82 -0.72 -1.06 -1.01
C -2.8867 -0.5254 -2.6727 0.80 -0.62 3.52 -0.31
N -2.0179 0.4014 -2.2321 -0.70 -0.36 -1.76 0.59
H -2.0313 2.1866 -5.1094 -0.62 -0.93 0.70 0.27
H -3.7229 0.3562 -5.7935 0.51 0.00 0.99 0.31
H -4.0911 -1.5020 -4.0789 -0.27 -0.11 -0.05 0.48
H -3.1355 -1.2603 -1.8844 0.09 0.18 -0.46 0.39
Cl -6.1394 2.2838 5.1101 -0.17 0.12 0.01 -0.20
C -7.0644 3.1423 3.8894 0.93 -1.01 0.23 0.39
C -8.1200 3.9012 4.3009 -1.28 0.20 0.15 -0.75
C -8.9082 4.5409 3.3555 -0.43 0.84 1.15 -0.13
C -8.5475 4.5287 2.0254 -1.27 0.10 0.50 -1.09
C -7.4929 3.7315 1.6694 0.60 -0.84 0.32 0.13
C -6.7164 2.9549 2.5472 -0.90 1.48 0.73 -0.07
P -5.1919 2.0464 2.1856 -0.06 -0.34 -0.42 -0.24
C -5.7646 0.2915 2.2908 1.67 0.79 -0.34 0.72
C -7.0294 -0.1509 2.0179 -1.32 -0.32 0.99 -0.55
C -7.2682 -1.5217 1.9019 -1.15 -1.12 0.06 -0.40
C -6.2520 -2.4754 1.9541 1.10 1.39 -0.04 -0.81
C -4.9458 -1.9638 2.1786 -0.01 -0.67 0.00 -0.19
C -4.6947 -0.6101 2.3831 -1.12 -0.48 -0.16 -0.64
C -5.1123 2.2470 0.3529 -0.45 -2.54 -0.54 0.53
C -4.3214 3.2714 -0.1242 -0.08 0.17 -0.42 -0.42
C -4.1022 3.4544 -1.4947 -1.97 -1.05 0.02 -0.70
C -4.8577 2.6573 -2.3701 0.96 0.72 -0.21 -0.41
C -5.5678 1.5808 -1.8955 -0.63 -2.33 -0.27 -0.55
C -5.6308 1.2363 -0.5683 1.57 4.10 1.24 -0.15
H -8.4732 3.9409 5.3263 0.51 -0.12 0.02 0.37
H -9.7811 5.0810 3.7712 0.52 -0.23 -0.70 0.31
H -9.2061 5.0405 1.3160 0.61 -0.23 -0.02 0.34
H -7.2974 3.6296 0.6574 0.58 -0.09 -1.93 0.53
H -7.8686 0.5582 2.1246 0.39 -0.43 -0.56 0.32
H -8.2989 -1.9336 1.8216 0.67 0.70 -0.10 0.30
H -6.4523 -3.5442 1.8078 0.16 0.57 0.16 0.39
H -4.0789 -2.6174 2.2120 -0.18 -0.16 0.07 0.37
H -3.7022 -0.2621 2.6289 0.18 -0.07 -0.13 0.50
H -3.9193 3.9382 0.6184 0.44 0.30 0.01 0.41
H -3.4854 4.2138 -1.8833 0.73 0.77 -0.25 0.52
H -4.8256 2.7928 -3.4500 0.23 0.14 0.27 0.38
H -5.9860 0.7990 -2.5543 0.20 0.86 -0.16 0.27
H -6.0043 0.3386 -0.1984 -0.83 -1.27 0.32 0.52
C 7.9968 -3.4414 -0.9165 0.54 -1.07 -2.54 -0.99
S 6.7696 -2.7985 -2.1661 0.91 -1.21 -0.27 -0.07
C 6.5089 -1.1921 -1.4667 -1.04 -0.10 0.60 -1.00
C 5.7481 -1.3378 -0.1492 0.89 0.71 0.09 -0.30
C 4.2934 -1.6064 -0.1954 -1.81 -2.09 -1.10 -0.15
N 3.3370 -0.4958 -0.2297 -0.03 -0.11 0.32 0.29
P 3.2502 0.6035 1.0720 -0.64 0.81 -0.72 -0.09
C 4.6428 1.7001 0.7171 -0.34 0.83 0.26 0.63
C 5.0779 2.6136 1.6825 0.94 0.04 -1.11 -0.85
C 6.0734 3.5317 1.3894 0.81 1.54 0.71 -0.33
C 6.5213 3.6959 0.0593 -0.36 -1.11 0.66 -0.73
C 5.9454 2.8683 -0.9325 0.40 -0.04 1.77 -0.77
C 5.0582 1.8488 -0.5954 -0.17 0.24 -0.07 -0.05
C 3.8441 -0.3182 2.4534 0.50 -0.93 2.28 0.91
C 5.1618 -0.3289 2.9977 -1.53 -1.39 -0.28 -0.31
C 5.4871 -1.2096 4.0353 -0.54 0.40 0.37 -0.75
C 4.5097 -2.0055 4.6501 -0.49 -0.28 0.06 -0.52
C 3.1576 -1.9076 4.2174 1.81 0.07 -0.46 -0.57
C 2.8592 -1.0692 3.1320 0.22 -1.22 0.42 0.15
P 2.0018 -0.3175 -1.3108 0.66 0.31 -0.18 0.08
C 2.8380 -0.3871 -2.9391 0.19 0.02 -1.18 0.62
C 3.1119 0.8301 -3.6301 0.71 -1.92 -0.53 -0.77
C 3.8042 0.8974 -4.8463 0.08 -1.51 0.64 -0.92
C 4.1684 -0.3681 -5.3756 0.80 1.83 -0.71 -0.29
C 3.9091 -1.5647 -4.7614 -0.70 1.19 0.80 -1.03
C 3.2261 -1.5795 -3.5496 -0.05 -1.16 0.55 0.18
C 1.0687 -1.8838 -1.2432 0.27 0.55 -1.57 0.80
C 0.7528 -2.3932 -0.0294 -0.67 -1.94 1.56 0.04
C -0.2047 -3.4209 0.1088 -1.20 0.09 -0.37 -0.78
C -0.9084 -3.8781 -1.0243 1.48 -0.01 1.13 -0.74
C -0.5512 -3.3704 -2.2373 0.20 0.89 -0.92 -0.80
C 0.3950 -2.3647 -2.3594 -0.47 0.04 0.29 -0.61
H 8.8408 -3.9977 -1.4092 -0.47 1.21 -0.11 0.32
H 7.6394 -4.2502 -0.3575 -1.37 -0.83 1.20 0.34
H 8.3573 -2.6887 -0.2781 0.49 1.07 0.65 0.32
H 5.9793 -0.5268 -2.1720 0.30 -0.43 0.14 0.08
H 7.4764 -0.8053 -1.2286 0.64 0.65 -0.13 0.67
H 5.8899 -0.4011 0.3437 0.29 0.50 0.79 -0.63
H 6.1998 -2.1347 0.4566 0.11 0.34 -0.12 0.73
H 4.0622 -2.2973 0.6551 -0.15 0.57 -0.60 0.23
H 4.0857 -2.1789 -1.1353 0.14 0.06 0.80 0.33
H 4.7148 2.5997 2.6662 -0.57 -0.29 1.24 0.57
H 6.5009 4.1939 2.2615 -0.84 -1.33 -1.94 0.22
H 7.3894 4.3329 -0.1093 -0.48 0.05 -0.36 0.35
H 6.2698 2.9147 -1.9229 0.51 0.33 -1.50 0.52
H 4.6189 1.1478 -1.3210 0.52 0.61 0.09 0.06
H 5.9277 0.1814 2.4711 0.61 0.63 -0.12 0.42
H 6.4992 -1.2268 4.4337 -0.06 -0.10 -0.25 0.39
H 4.8394 -2.7435 5.4309 -0.60 0.91 -0.77 0.32
H 2.3750 -2.5530 4.5891 0.02 0.03 0.37 0.35
H 1.8334 -1.2500 2.7914 0.25 0.96 -0.28 0.03
H 2.8009 1.6705 -3.1364 -0.79 2.32 0.95 0.67
H 4.1476 1.8370 -5.3257 -0.61 -0.74 0.43 0.39
H 4.7754 -0.3713 -6.2814 -0.23 -0.08 0.03 0.31
H 4.2592 -2.4281 -5.2321 0.35 -1.43 -0.45 0.55
H 3.0195 -2.5753 -3.0723 0.17 1.16 -0.43 0.20
H 1.3301 -2.0541 0.8051 -0.08 0.14 0.71 0.11
H -0.6166 -3.8147 1.0453 0.92 0.38 0.05 0.37
H -1.5999 -4.6981 -0.9911 -0.41 -0.05 0.36 0.44
H -1.0774 -3.6660 -3.1161 -0.27 -0.29 -0.57 0.39
H 0.5096 -1.8624 -3.2920 0.22 0.07 -0.69 0.54
N 0.3081 -3.4957 5.7194 -0.67 0.46 -0.41 -0.68
C -0.4904 -3.0832 4.9696 1.35 -0.89 0.75 0.54
N -1.3993 -2.7421 4.1004 -0.08 -0.15 -0.30 -0.69
C -1.1441 -1.8310 3.2186 -1.43 2.83 -1.54 0.32
N -1.2386 -0.9242 2.4431 0.83 -2.33 1.57 -0.34



No. 2
111
Properties=species:S:1:pos:R:3:forces:R:3:mulliken_charge:R:1 method="wB97M-V/def2-TZVPD" charge=0 multiplicity=1 lumo_energy_ev=-0.24
Pb -1.5461 2.0726 -0.8590 -0.42 -0.08 0.35 1.11
C -0.0161 3.7684 2.7012 0.99 -0.41 -1.00 -2.41
C -0.6395 4.3779 1.4688 1.20 1.13 -0.27 1.45
C 0.1072 5.1027 0.5140 0.21 -0.93 0.17 0.30
C 1.5869 5.4456 0.7739 -0.66 -0.70 0.05 -1.88
C -0.5485 5.4201 -0.6910 2.16 1.50 -1.10 2.43
C 0.2450 6.1204 -1.8375 -0.49 -0.47 0.62 -2.58
C -1.8984 5.2965 -0.8610 -1.43 -0.87 1.17 0.00
C -2.5742 5.6056 -2.1453 -1.06 -0.03 -0.81 -2.27
C -2.6763 4.8780 0.2564 -0.96 0.18 -1.16 1.21
C -4.2102 4.9236 0.1814 1.29 -0.15 0.10 -2.01
C -2.0217 4.3736 1.3517 -0.88 -0.41 2.31 0.77
C -2.7589 3.9898 2.6621 -0.48 0.35 -0.44 -2.10
H 1.0643 3.5587 2.4909 -0.98 -0.20 0.34 0.37
H -0.5856 2.8804 2.9826 0.51 -0.19 -0.20 0.34
H -0.0517 4.4010 3.5630 0.02 0.76 0.53 0.45
H 1.9291 6.2788 0.1799 0.01 0.15 -0.24 0.42
H 2.2642 4.5967 0.5829 -0.26 0.19 -0.03 0.32
H 1.7215 5.7289 1.8178 -0.04 -0.05 0.04 0.41
H 0.9248 5.4675 -2.3777 -0.04 -0.39 -0.02 0.42
H 0.8748 6.8802 -1.4146 0.22 0.53 0.20 0.49
H -0.4131 6.5976 -2.5684 0.20 -0.08 0.28 0.49
H -1.9174 5.4595 -2.9979 0.06 0.30 -0.02 0.51
H -3.0133 6.6168 -2.1478 0.34 -0.13 -0.15 0.34
H -3.4263 4.9418 -2.3697 0.26 0.06 0.46 0.38
H -4.6354 4.5470 1.0924 -0.24 -0.09 0.26 0.40
H -4.5269 4.2457 -0.6003 -0.28 -0.01 -0.36 0.26
H -4.5757 5.9356 0.0255 -0.02 0.07 -0.25 0.35
H -2.2318 4.3525 3.5362 0.34 0.27 0.00 0.42
H -2.8382 2.9143 2.8438 -0.26 -0.01 -0.40 0.22
H -3.7444 4.4796 2.7367 0.36 -0.54 -0.19 0.51
C -1.0555 -3.2765 6.9877 1.03 0.47 1.50 -1.47
C -0.8493 -2.5739 5.6880 0.86 -0.12 -0.30 1.15
C 0.4157 -2.1900 5.2517 -1.23 0.39 0.02 -0.90
C 0.5828 -1.4818 4.0798 -0.54 -0.82 -0.94 -0.20
C -0.5063 -1.2684 3.2316 -0.85 -0.20 0.99 0.36
C -1.7935 -1.6733 3.6628 1.11 0.96 -1.30 -0.85
C -1.9237 -2.2803 4.8702 -0.37 -0.25 0.92 -0.85
S -0.2963 -0.4345 1.6733 0.64 1.29 0.28 0.60
O -1.2263 0.7759 1.6238 0.51 -0.95 0.05 -0.64
C -1.0478 -1.6720 0.6856 -1.48 -0.93 -0.85 0.95
C -2.4730 -1.4503 0.4420 3.15 -1.39 0.16 -1.94
C -3.1528 -2.4059 -0.1873 -0.17 -0.80 0.02 -1.27
C -2.5410 -3.6276 -0.5937 0.76 -0.16 0.32 0.63
C -3.2975 -4.6192 -1.2246 0.35 -0.66 0.00 -1.03
C -2.7469 -5.8209 -1.5869 -0.17 -0.53 0.05 -0.85
C -1.3827 -6.0768 -1.3510 0.20 0.61 -0.01 -1.02
C -0.5736 -5.1135 -0.7551 -0.28 -0.26 -0.45 -0.09
C -1.1537 -3.8875 -0.3346 0.03 0.99 -0.18 0.97
C -0.3703 -2.8170 0.2794 -2.23 0.25 0.34 -0.30
C 1.0282 -2.9925 0.6425 1.05 0.85 -0.71 -0.34
C 1.4047 -3.9071 1.6484 -0.48 0.32 0.50 1.28
C 0.4036 -4.6073 2.3876 -0.25 -0.06 0.14 -0.51
C 0.7569 -5.4868 3.3747 1.07 0.26 0.08 -1.01
C 2.1620 -5.6436 3.6997 0.00 0.08 0.51 -0.57
C 3.1176 -4.9595 2.9974 -0.83 0.32 0.37 -1.08
C 2.7531 -3.9989 2.0040 1.53 -0.79 -0.40 0.94
C 3.7555 -3.2164 1.3285 -1.13 0.36 0.12 -1.19
C 3.3806 -2.2834 0.3917 -0.75 -0.59 0.02 -0.98
C 1.9919 -2.2101 0.0385 1.04 0.43 -0.22 0.12
S 1.6484 -0.9156 -1.2605 -0.03 -0.72 0.41 1.11
O 2.9740 -0.5713 -1.8291 0.39 0.31 0.04 -0.81
C 0.8629 -2.0146 -2.4039 -0.56 0.58 0.23 0.49
C 1.5096 -3.0514 -3.0341 0.66 -0.41 0.19 -0.65
C 0.7936 -3.9867 -3.7264 -1.44 -0.42 -0.30 -0.79
C -0.6052 -3.8906 -3.8608 0.65 1.13 -0.17 0.80
C -1.4110 -4.8756 -4.6674 0.31 -0.70 -0.46 -1.73
C -1.1651 -2.7050 -3.3774 -1.51 -1.24 -0.18 -0.55
C -0.4907 -1.8026 -2.5984 0.88 0.25 -0.42 -0.21
H -0.5346 -4.2510 7.0914 -0.47 0.38 -0.46 0.30
H -2.1148 -3.3708 7.2203 0.07 -0.19 0.03 0.36
H -0.5753 -2.6640 7.8095 -0.64 -0.49 -0.73 0.32
H 1.2492 -2.3509 5.8684 1.10 -0.39 0.70 0.51
H 1.5849 -1.3342 3.7488 0.57 0.67 -0.29 0.48
H -2.6417 -1.4645 3.0255 -0.12 -0.02 0.11 0.52
H -2.8780 -2.5012 5.2950 -0.76 -0.23 -0.21 0.33
H -2.9091 -0.5834 0.8028 -0.76 1.51 0.49 1.33
H -4.2088 -2.2591 -0.2507 -0.60 -0.16 -0.54 0.51
H -4.3295 -4.4414 -1.3860 -0.87 0.21 -0.20 0.57
H -3.3628 -6.6253 -2.0377 0.40 0.74 0.26 0.36
H -1.0144 -7.0185 -1.7377 0.41 0.04 0.26 0.48
H 0.5156 -5.2489 -0.6779 -0.63 -0.04 0.12 0.54
H -0.6550 -4.3406 2.1938 0.79 -0.55 0.11 0.54
H -0.0124 -6.0220 3.9088 0.02 -0.01 0.24 0.48
H 2.5835 -6.1616 4.6022 -1.10 -0.04 -1.06 0.28
H 4.1349 -5.1115 3.3138 0.36 0.28 -0.20 0.43
H 4.7901 -3.2947 1.6138 0.20 -0.21 0.11 0.42
H 4.1064 -1.6520 -0.1227 -0.31 -0.16 0.12 0.61
H 2.5743 -3.1963 -2.9777 0.31 0.23 0.30 0.49
H 1.2774 -4.8358 -4.1528 0.47 -0.46 -0.27 0.46
H -1.1865 -4.7131 -5.7463 -0.26 -0.09 0.59 0.44
H -2.5058 -4.7884 -4.5229 0.69 0.03 0.05 0.31
H -1.0927 -5.9300 -4.4525 -0.35 0.89 -0.07 0.33
H -2.2349 -2.6026 -3.5124 -0.08 0.31 -0.06 0.37
H -0.9533 -0.9114 -2.2031 -0.32 -0.04 0.14 0.36
Cl 0.7231 2.6215 -3.5336 -0.04 0.13 -0.05 -0.18
Se -3.8611 1.2482 -1.0955 0.28 0.31 -0.20 -0.77
F 5.8543 6.6127 -3.5086 -0.69 -0.58 0.26 -0.32
C 4.9548 5.5743 -3.5426 -0.11 0.69 -0.40 0.41
C 5.3420 4.3670 -2.9735 -0.01 0.50 -0.55 -0.70
C 4.5127 3.2715 -3.1692 -0.50 -0.99 1.00 -0.31
C 3.3431 3.4319 -3.8758 -1.32 -1.39 -0.61 0.47
C 2.4043 2.2554 -4.1318 -0.12 0.14 0.62 -0.37
C 2.9448 4.6292 -4.4039 0.38 2.24 0.41 -0.38
C 3.7248 5.7809 -4.1777 -0.06 -0.10 -0.68 -0.55
H 6.2952 4.3860 -2.4729 0.09 -0.41 0.20 0.47
H 4.5580 2.2584 -2.6996 0.89 1.06 -0.29 0.32
H 2.6213 1.3442 -3.5490 0.45 0.34 -0.71 -0.07
H 2.2626 2.1176 -5.2068 0.22 -0.39 0.30 0.35
H 1.9792 4.7533 -4.8852 0.16 -0.20 -0.05 0.43
H 3.3874 6.7764 -4.5769 0.68 -1.14 0.56 0.37



Values for gap between HOMO and LUMO, hartree, ordered as above
0.238; 0.251
Values for energy relative to the best compared isomer or geometry (same formula, charge and spin), kJ/mol, ordered as above
71.1; 66.1